Entry 1:
DFT (the ωB97M-V functional and the def2-TZVPD basis) results for a single C3H4N4O molecule at a distorted geometry.

The highest occupied orbital energy comes out at -9.0 eV. The value obtained for the LUMO energy is 0.016 Eh. As for the structure (SMILES): Nc1n[nH]nc1C=O. As for the orbital gap: 0.3480 hartree.

```
12
Properties=species:S:1:pos:R:3:forces:R:3:mulliken_charge:R:1
N -0.3811 -1.8143 0.4371 2.75 -0.54 -0.95 -0.430
C -0.5800 -0.5333 -0.0024 -1.71 -0.72 2.65 0.572
N -1.7752 0.0558 0.0882 0.30 1.48 -1.32 -0.643
N -1.5017 1.3648 -0.2997 0.68 -1.65 0.73 0.201
N -0.2139 1.6260 -0.4688 -0.99 -1.05 0.72 -0.541
C 0.3851 0.4270 -0.2093 1.56 2.05 -1.76 0.350
C 1.8792 0.4010 -0.2742 -1.51 0.19 0.39 -0.059
O 2.5901 -0.5545 -0.1018 -0.09 -0.27 -0.07 -0.519
H -1.0202 -2.3379 0.9882 -0.61 0.14 0.13 0.216
H 0.6222 -2.1273 0.4789 -1.75 0.57 -0.06 0.228
H -2.2422 2.0716 -0.2192 0.82 -0.48 -0.26 0.267
H 2.2377 1.4211 -0.4169 0.56 0.28 -0.21 0.358
```
Forces are in eV/Å.



Entry 2:
DFT (the ωB97M-V functional and the def2-TZVPD basis) results for a single C17H17NO6S molecule.

The highest occupied orbital energy comes out at -8.8 eV. The value obtained for the LUMO energy is 0.003 Eh. As for the structure (SMILES): CCOc1cc(C=O)ccc1OS(=O)(=O)c1ccc(NC(C)=O)cc1. As for the orbital gap: 0.3271 hartree.

```
42
Properties=species:S:1:pos:R:3:forces:R:3:mulliken_charge:R:1
C 0.2909 -2.4932 -0.0540 -0.25 0.10 0.37 -0.936
C -0.0006 -2.0075 1.3613 0.65 -0.05 -0.20 -0.309
O -1.3615 -2.1797 1.7264 -0.34 0.14 0.14 -0.520
C -2.3564 -1.5514 1.0496 0.09 0.25 -0.13 -0.061
C -3.5961 -2.1840 1.1030 -0.21 0.19 -0.18 -0.700
C -4.7185 -1.6522 0.4800 0.59 0.51 -0.17 0.621
C -6.0091 -2.3463 0.5578 -0.13 -0.39 0.21 -0.183
O -7.0373 -1.9675 0.0582 0.02 0.07 -0.04 -0.504
C -4.6040 -0.4560 -0.2301 0.00 -0.12 0.07 -1.043
C -3.3911 0.1947 -0.2785 -0.09 -0.09 0.12 -0.125
C -2.2742 -0.3240 0.3686 -0.70 -0.58 0.00 0.782
O -1.0931 0.3864 0.3505 0.46 0.44 -0.33 -0.246
S -0.6329 1.0898 -1.0585 0.35 -0.19 0.05 1.316
O -1.2391 2.3780 -1.1654 0.12 0.00 0.33 -0.664
O -0.8415 0.1421 -2.1072 0.23 -0.05 0.08 -0.645
C 1.0818 1.2417 -0.6420 -0.66 -0.10 -0.15 -0.111
C 1.4470 2.2070 0.2763 0.14 0.15 0.10 -0.784
C 2.7694 2.3057 0.6585 -0.06 -0.08 -0.08 -0.946
C 3.7265 1.4376 0.1216 -0.35 -0.15 -0.19 0.914
N 5.0420 1.5827 0.5467 -0.09 0.35 0.26 -0.160
C 6.1490 0.8435 0.2024 0.27 0.25 0.28 0.814
C 7.3991 1.3420 0.8911 0.11 -0.19 -0.14 -1.324
O 6.1298 -0.0938 -0.5556 0.00 -0.22 -0.18 -0.593
C 3.3383 0.4746 -0.8122 0.11 -0.07 -0.06 -0.620
C 2.0116 0.3812 -1.1898 -0.08 0.01 -0.03 -0.378
H -0.0606 -3.5159 -0.1727 0.01 -0.09 -0.04 0.389
H 1.3627 -2.4653 -0.2316 0.12 0.00 -0.05 0.325
H -0.2054 -1.8664 -0.7923 0.01 -0.03 -0.10 0.175
H 0.5339 -2.6242 2.0899 -0.04 0.14 -0.11 0.369
H 0.3112 -0.9650 1.4845 -0.03 -0.23 0.08 0.256
H -3.6565 -3.1159 1.6448 0.01 -0.13 0.07 0.407
H -5.9712 -3.2891 1.1394 -0.10 -0.05 0.00 0.291
H -5.4741 -0.0545 -0.7251 -0.07 0.05 -0.05 0.455
H -3.2758 1.1278 -0.8070 -0.14 0.09 -0.04 0.579
H 0.6914 2.8671 0.6696 -0.01 0.16 0.13 0.454
H 3.0694 3.0565 1.3754 0.01 0.08 0.07 0.312
H 5.1917 2.3369 1.2035 0.06 -0.17 -0.13 0.199
H 7.2874 1.2720 1.9712 0.00 0.03 0.10 0.336
H 7.5890 2.3793 0.6237 0.02 0.10 0.02 0.335
H 8.2431 0.7334 0.5805 -0.03 0.00 -0.01 0.356
H 4.0779 -0.1872 -1.2307 -0.03 0.00 -0.01 0.542
H 1.6853 -0.3463 -1.9149 0.04 -0.15 -0.09 0.625
```
Forces are in eV/Å.



Entry 3:
DFT (the ωB97M-V functional and the def2-TZVPD basis) results for 2 unconnected molecules or ions with the total composition C4H12O at a distorted geometry.

The highest occupied orbital energy comes out at -10.2 eV. The value obtained for the LUMO energy is 0.037 Eh. As for the structure (SMILES): CCO.CC. As for the orbital gap: 0.4123 hartree.

```
17
Properties=species:S:1:pos:R:3:forces:R:3:mulliken_charge:R:1
C -1.1633 -1.3199 -2.6936 0.31 1.91 0.02 -1.044
C -1.3188 -0.1716 -1.6801 -0.73 -0.72 0.81 0.007
O -2.0644 -0.6184 -0.5326 0.45 0.73 0.42 -0.522
H -0.9221 -0.8231 -3.6387 0.09 -0.46 -0.14 0.297
H -2.1135 -1.8312 -2.8142 0.01 -0.25 -0.01 0.363
H -0.3407 -1.9594 -2.3996 -0.11 -0.38 -0.02 0.290
H -0.3734 0.1842 -1.2639 0.14 -0.11 -0.36 0.095
H -1.8532 0.7046 -2.0619 0.10 -0.21 -0.39 0.236
H -2.5032 -1.4401 -0.7082 -0.24 -0.51 -0.32 0.281
C 2.0888 0.9820 1.7301 2.09 -0.67 -0.86 -0.858
C 0.9982 0.8878 2.7772 -0.08 -0.73 -0.49 -0.728
H 2.7475 0.1065 1.5981 -0.58 -0.37 0.54 0.293
H 1.7917 1.1166 0.6902 -0.58 0.44 0.16 0.232
H 2.8872 1.7058 1.9185 -0.52 0.51 0.20 0.304
H 1.1289 1.6377 3.5448 -0.40 0.31 0.01 0.277
H 0.9641 -0.0778 3.2818 0.34 -0.06 0.03 0.257
H 0.0462 0.9164 2.2521 -0.27 0.56 0.38 0.222
```
Forces are in eV/Å.



Entry 4:
DFT (the ωB97M-V functional and the def2-TZVPD basis) results for 5 unconnected molecules or ions with the total composition C26H29BF4O2P2.

The highest occupied orbital energy comes out at -7.7 eV. The value obtained for the LUMO energy is 0.021 Eh. As for the structure (SMILES): CP(C)#[PH]B(O)O.Fc1ccccc1.Fc1ccccc1.Fc1ccccc1.Fc1ccccc1. As for the orbital gap: 0.3034 hartree.

```
64
Properties=species:S:1:pos:R:3:forces:R:3:mulliken_charge:R:1
C -1.3168 3.9338 1.8169 -0.15 0.00 0.01 -1.089
P -0.1801 2.5575 1.3533 0.30 -0.09 -0.36 0.291
C -1.3330 1.1051 1.3089 -0.04 -0.05 -0.02 -0.563
P 0.9022 2.3266 3.2674 0.00 0.19 0.36 -0.439
B 2.7773 2.4345 2.6245 -0.11 -0.13 -0.02 0.833
O 3.6924 3.0151 3.4569 0.57 -0.60 -0.14 -0.502
O 3.1940 2.0331 1.3774 -0.42 0.20 0.14 -0.566
H -0.7705 4.6826 2.3923 -0.01 0.00 -0.06 0.416
H -2.1806 3.6066 2.3978 0.10 0.00 0.07 0.207
H -1.6648 4.3998 0.8926 -0.02 0.01 0.05 0.346
H -2.3571 1.4212 1.5058 0.02 -0.03 0.03 0.094
H -1.0629 0.3359 2.0331 -0.02 0.04 0.00 0.342
H -1.3051 0.6630 0.3114 -0.01 0.01 0.04 0.055
H 0.8795 0.9207 3.4385 0.00 -0.05 -0.22 -0.012
H 3.5846 2.8376 4.3935 -0.42 0.46 0.11 0.299
H 3.6073 1.1642 1.3493 0.25 0.07 -0.06 0.396
F -0.1213 -2.4351 -1.6810 0.01 0.00 -0.01 -0.405
C 0.8463 -1.5446 -2.0038 0.06 -0.12 0.02 0.089
C 1.4412 -1.6332 -3.2463 0.05 0.02 0.05 -0.475
C 2.4279 -0.7083 -3.5608 -0.05 0.02 -0.05 -0.327
C 2.7798 0.2858 -2.6566 0.05 -0.05 -0.07 -1.033
C 2.1675 0.3447 -1.4136 -0.04 0.02 -0.02 -0.323
C 1.1943 -0.5864 -1.0760 0.00 0.12 0.09 -0.237
H 1.1351 -2.4059 -3.9378 0.00 0.00 0.00 0.486
H 2.9156 -0.7618 -4.5258 -0.02 0.02 0.00 0.448
H 3.5401 1.0095 -2.9215 -0.02 0.02 0.00 0.524
H 2.4356 1.1141 -0.7014 -0.04 0.03 -0.01 0.660
H 0.7039 -0.5591 -0.1120 -0.01 -0.04 -0.01 0.625
F 4.2967 -0.5795 1.0731 0.00 -0.11 0.06 -0.186
C 5.0546 -1.5461 0.4881 0.09 -0.08 -0.09 0.365
C 5.4680 -2.6132 1.2569 -0.02 0.03 -0.01 -0.686
C 6.2435 -3.5914 0.6487 0.00 -0.02 0.01 -0.304
C 6.5888 -3.4872 -0.6918 -0.03 0.02 0.02 -0.603
C 6.1545 -2.3979 -1.4353 -0.01 -0.03 0.02 -0.432
C 5.3758 -1.4126 -0.8464 -0.03 0.08 0.08 -0.209
H 5.1883 -2.6687 2.2998 0.00 -0.01 0.00 0.403
H 6.5781 -4.4403 1.2305 0.00 0.01 0.00 0.364
H 7.1940 -4.2542 -1.1560 0.00 0.00 0.00 0.382
H 6.4191 -2.3116 -2.4811 0.00 0.00 0.01 0.368
H 5.0134 -0.5558 -1.3952 0.02 -0.02 -0.04 0.424
F -1.7615 1.9183 -3.8898 -0.01 -0.01 0.00 -0.308
C -2.5522 0.8253 -3.9244 0.03 0.04 -0.01 0.130
C -2.2009 -0.2711 -3.1628 -0.06 0.03 0.02 -0.084
C -3.0217 -1.3895 -3.2018 0.02 -0.02 0.01 -0.405
C -4.1615 -1.3987 -3.9947 0.01 0.01 0.00 -0.535
C -4.4855 -0.2804 -4.7508 -0.02 0.01 -0.02 -0.322
C -3.6797 0.8498 -4.7208 0.00 -0.05 0.02 -0.532
H -1.3098 -0.2371 -2.5527 0.00 0.03 -0.02 0.456
H -2.7599 -2.2547 -2.6066 0.00 0.00 -0.01 0.390
H -4.7958 -2.2745 -4.0229 0.00 0.00 0.00 0.388
H -5.3721 -0.2835 -5.3717 0.00 0.00 0.01 0.353
H -3.9112 1.7347 -5.2972 0.00 0.00 -0.01 0.438
F -2.8542 1.9925 4.2575 -0.03 -0.02 -0.01 -0.348
C -3.8317 1.1329 3.8976 0.04 0.05 0.03 0.514
C -3.8723 -0.1091 4.4974 -0.03 -0.01 -0.04 -0.521
C -4.8757 -0.9887 4.1144 0.01 -0.02 0.02 -0.296
C -5.8065 -0.6222 3.1522 0.02 0.02 0.00 -0.575
C -5.7374 0.6354 2.5686 -0.01 0.01 -0.02 -0.377
C -4.7440 1.5305 2.9403 -0.02 -0.03 0.03 -0.349
H -3.1318 -0.3701 5.2407 0.00 0.00 0.00 0.435
H -4.9273 -1.9673 4.5737 0.00 0.00 -0.01 0.363
H -6.5838 -1.3143 2.8582 0.00 0.00 0.00 0.385
H -6.4597 0.9257 1.8168 0.00 0.00 0.01 0.370
H -4.6711 2.5179 2.5046 0.00 0.00 0.00 0.404
```
Forces are in eV/Å.



Entry 5:
DFT (the ωB97M-V functional and the def2-TZVPD basis) results for a gas-phase ion, C5H13O (charge +1) at a distorted geometry.

The highest occupied orbital energy comes out at -16.4 eV. The value obtained for the LUMO energy is -0.101 Eh. As for the orbital gap: 0.5021 hartree. As for the charge: +1.

```
19
Properties=species:S:1:pos:R:3:forces:R:3:mulliken_charge:R:1
C -1.6231 0.9013 0.2268 -1.11 2.64 -0.47 -0.952
C 1.6423 0.7759 0.6191 -2.02 -2.12 -2.77 -1.084
C 0.0540 -1.5576 0.4580 -0.05 -1.81 0.96 -1.075
C -1.3470 -0.1028 -0.8198 1.13 0.88 -3.81 -0.169
C 1.2065 0.1637 -0.7418 2.93 -1.44 -1.26 -0.286
O 0.0730 -0.7800 -0.7231 -1.16 1.29 0.85 -0.100
H -1.0147 1.8814 0.2617 -0.57 -1.83 -0.58 0.232
H -1.5021 0.4141 1.1416 -0.50 -0.23 1.91 0.380
H -2.6964 1.3197 0.0620 1.62 -1.17 0.44 0.358
H 2.4984 1.2429 0.3220 2.77 1.16 -0.03 0.429
H 1.7153 0.0006 1.3154 0.88 -0.85 1.20 0.385
H 0.9697 1.4784 0.9537 -1.49 1.62 0.77 0.326
H 0.9313 -2.0906 0.7242 1.59 -0.01 -0.73 0.421
H -0.1818 -1.0591 1.3612 -0.56 1.08 0.49 0.421
H -0.6219 -2.3574 0.3164 -1.16 -0.57 -0.38 0.382
H -1.9841 -1.0209 -0.9209 0.40 1.24 0.23 0.356
H -1.1934 0.4772 -1.8198 -0.65 -1.57 1.44 0.292
H 1.0131 0.8898 -1.5457 -0.22 -0.24 0.48 0.384
H 2.0609 -0.5767 -1.1908 -1.84 1.96 1.28 0.301
```
Forces are in eV/Å.



Entry 6:
DFT (the ωB97M-V functional and the def2-TZVPD basis) results for a molecular structure, FHMgNO3S2Tl at a distorted geometry.

The highest occupied orbital energy (spin up / spin down) comes out at -10.9 / -13.1 eV. The spin multiplicity is 2. The value obtained for the LUMO energy (spin up / spin down) is -0.258 / -0.260 Eh. As for the orbital gap (spin up / spin down): 0.1439 / 0.2215 hartree. As for the charge: +1.

```
10
Properties=species:S:1:pos:R:3:forces:R:3:lowdin_spin:R:1
Mg 1.3012 2.2371 0.5764 -0.24 -1.91 -1.07 0.020
N 0.5401 -0.6421 -0.7556 2.68 2.75 0.55 0.153
S 0.6779 0.9383 -1.5282 0.32 0.65 0.98 0.043
S 1.3420 -0.9099 0.5450 -0.34 -3.77 1.05 0.043
O 0.4592 -2.2383 1.1760 6.28 5.26 0.22 0.018
O 1.6597 0.2895 1.3631 -0.43 -0.55 -0.19 0.015
F 2.8437 -1.4458 0.1741 -2.21 0.58 0.84 0.009
Tl -0.9500 -2.0821 -0.3901 -2.95 -0.11 -5.54 0.456
O -1.9449 -3.1126 0.8118 -3.12 -3.13 2.96 0.232
H -2.2301 -2.8097 1.6758 -0.01 0.22 0.21 0.011
```
Forces are in eV/Å.



Entry 7:
DFT (the ωB97M-V functional and the def2-TZVPD basis) results for 2 unconnected molecules or ions with the total composition C4H6O2 at a distorted geometry.

The highest occupied orbital energy comes out at -9.0 eV. The value obtained for the LUMO energy is 0.033 Eh. As for the structure (SMILES): C=C=O.CC=O. As for the orbital gap: 0.3648 hartree.

```
12
Properties=species:S:1:pos:R:3:forces:R:3:mulliken_charge:R:1
C 1.6149 -0.7694 -0.9296 0.10 0.08 0.01 -0.937
C 1.9580 0.1414 -0.0424 0.41 0.35 0.54 0.754
O 2.3193 0.8797 0.7839 -0.29 -0.67 -0.70 -0.371
H 0.8414 -0.5732 -1.6572 0.15 0.02 0.14 0.300
H 2.1980 -1.6792 -0.9618 -0.02 0.07 0.01 0.258
C -1.3012 -0.1388 0.8953 0.03 0.05 0.08 -0.813
C -1.2032 0.8104 -0.2624 0.19 0.23 -0.08 0.102
O -0.2330 1.4752 -0.5445 -0.53 -0.27 0.06 -0.480
H -1.8501 -1.0439 0.6150 0.07 0.16 0.01 0.293
H -0.3252 -0.3956 1.3102 -0.13 0.10 -0.10 0.242
H -1.8904 0.3835 1.6590 0.00 -0.13 0.00 0.306
H -2.1285 0.9099 -0.8654 0.02 0.02 0.02 0.345
```
Forces are in eV/Å.



Entry 8:
DFT (the ωB97M-V functional and the def2-TZVPD basis) results for 2 unconnected molecules or ions with the total composition C5H6O at a distorted geometry.

The highest occupied orbital energy (spin up / spin down) comes out at -5.2 / -10.6 eV. The spin multiplicity is 3. The value obtained for the LUMO energy (spin up / spin down) is 0.041 / -0.085 Eh. As for the orbital gap (spin up / spin down): 0.2309 / 0.3032 hartree.

```
12
Properties=species:S:1:pos:R:3:forces:R:3:lowdin_spin:R:1
C 2.6754 0.7602 0.2972 1.11 -0.31 -0.44 0.040
C 0.6745 -1.5885 -0.1687 4.75 -7.64 -2.80 0.811
C -0.8657 0.3557 0.8145 -1.42 -1.33 -0.10 0.106
C -0.2155 0.9106 -0.4116 0.57 0.65 -1.72 0.103
C 0.1017 -0.4433 0.0645 -4.83 10.88 2.01 0.698
O 3.4844 0.4015 -0.4139 -0.86 0.31 0.62 0.012
H 1.4518 -1.5799 -0.9815 -0.56 -0.86 1.39 0.045
H 0.2728 -2.4059 0.3895 0.18 -1.12 -0.58 0.057
H -0.5676 0.7475 1.7428 0.60 0.88 1.31 0.028
H -1.9717 0.1170 0.9330 1.15 -0.11 -0.76 0.033
H -0.6619 1.0795 -1.4516 -0.04 -0.22 1.57 0.027
H 0.5033 1.7633 -0.1695 -0.65 -1.12 -0.50 0.039
```
Forces are in eV/Å.